ORCA calculation (ωB97M-V/def2-TZVPD) on a structure of composition C12H20BaF4N4O14S4 in a non-equilibrium geometry.

XYZ file:
```
59
Properties=species:S:1:pos:R:3:forces:R:3:mulliken_charge:R:1
Ba 0.9255 -0.0474 0.8320 -8.627 -7.714 5.354 3.486
C -1.9195 -1.7273 -3.7099 -0.298 -1.532 0.618 -0.714
C -2.9051 -2.4455 -2.7206 0.963 0.732 -2.031 -0.621
N -3.1152 -1.5859 -1.6234 -1.601 2.862 3.334 0.376
C -4.1415 -0.6154 -1.4752 0.833 -0.645 -0.077 -0.566
C -3.8352 0.0976 -0.3533 -1.862 0.293 -0.566 -0.446
N -2.7460 -0.3979 0.2547 0.380 -2.140 -0.835 0.596
C -2.2896 -1.3982 -0.5595 -1.842 0.879 -0.914 -0.741
C -2.0909 0.1152 1.5135 -4.791 -3.840 -0.206 -2.282
H -0.9921 -1.5228 -3.1749 -1.193 -1.036 -0.243 -0.229
H -2.2298 -0.7608 -4.1070 -0.592 -0.110 0.371 0.357
H -1.7288 -2.3585 -4.5779 0.162 -0.214 0.020 0.468
H -2.5164 -3.3769 -2.3089 0.060 -0.110 -0.523 0.356
H -3.8228 -2.5779 -3.2937 -0.316 -0.362 0.571 0.361
H -5.0337 -0.6154 -2.0838 0.272 0.172 -0.107 0.419
H -4.4442 0.8999 0.0362 0.281 -0.023 0.234 0.447
H -1.3355 -1.8875 -0.4304 -0.357 -0.374 0.051 0.826
H -2.5271 -0.3680 2.3878 -0.828 -0.561 0.171 0.180
H -2.3472 1.1737 1.5574 -0.826 -0.685 -0.139 0.562
H -1.0587 -0.2319 1.5598 -2.774 -0.950 -0.124 1.121
N 1.2547 4.1814 -0.5327 -4.786 -5.854 -5.458 -0.366
S 2.4210 4.3483 0.2851 9.091 6.860 8.854 1.026
O 3.6913 4.6588 -0.3711 -0.795 -2.095 0.368 -0.699
O 2.4519 3.8708 1.6974 0.402 -0.373 -3.460 -0.614
F 2.0638 5.8564 0.5937 -0.903 2.112 0.771 -0.386
S 1.7306 2.5612 -0.9468 -1.029 -0.004 -4.064 1.117
O 1.5364 1.5776 0.1286 4.740 13.626 -4.890 -0.001
O 2.8329 2.3414 -1.8678 -2.516 2.261 0.851 -0.533
F 0.4299 2.2694 -1.8572 0.837 1.656 0.702 -0.339
N 2.5835 -0.7037 1.0234 15.474 -3.975 -1.860 -0.750
S 3.4074 -1.4639 2.0653 4.767 -3.192 6.580 0.850
O 4.1618 -0.6377 3.0342 -1.636 -1.270 -1.592 -0.702
O 4.0248 -2.7848 1.7758 -1.761 1.523 0.469 -0.759
F 2.0717 -1.8485 2.9322 2.209 -0.634 0.046 -0.236
S 3.9421 -0.6022 0.0073 4.434 0.130 -2.005 0.958
O 4.0260 -1.6973 -0.9477 -0.006 0.582 1.148 -0.696
O 5.2069 0.0396 0.4917 -2.819 -1.087 -1.154 -0.744
F 3.3464 0.5104 -0.9263 2.969 -0.392 1.243 -0.100
C -0.0145 3.1205 2.9223 -0.600 0.035 -0.966 -1.188
C 0.0788 1.7575 2.2670 0.392 0.090 1.828 0.865
O -0.6936 1.2971 1.3556 2.843 11.633 2.418 -0.772
O 1.0128 1.0051 2.6449 -0.004 4.282 6.110 -0.763
H -1.0640 3.4030 3.0051 -0.057 0.239 0.064 0.348
H 0.5144 3.7595 2.2152 -0.404 0.315 0.202 0.158
H 0.5199 3.2201 3.8671 -0.117 -0.479 -0.086 0.270
C 0.0668 0.1242 -2.9901 0.764 0.517 -0.075 -2.043
C 0.3869 -0.0236 -1.4932 -1.255 -0.650 -3.786 0.202
O 1.5011 -0.3930 -1.1850 0.997 -3.123 -7.257 -0.673
O -0.4709 0.2687 -0.6345 -5.336 1.179 -6.123 -0.096
H -0.9083 0.5943 -3.1174 0.040 -0.082 -0.057 0.225
H 0.1075 -0.8411 -3.4948 0.990 0.890 0.056 0.650
H 0.8233 0.7653 -3.4425 0.058 -0.124 0.105 0.470
C -0.5311 -3.5845 2.1960 -0.411 -0.207 0.741 -1.701
C -0.1533 -2.2079 1.6574 -1.535 0.071 2.796 1.355
O 0.0718 -1.2033 2.4157 -4.108 -6.175 3.519 -0.647
O -0.2316 -2.0581 0.4274 0.967 -3.447 -0.482 -0.677
H -1.1594 -3.5655 3.0865 0.411 0.690 0.514 0.339
H 0.3438 -4.1826 2.4508 0.030 -0.063 -0.276 0.360
H -1.2301 -4.1016 1.5387 0.618 -0.105 -0.754 0.336
```
Forces are in eV/Å.

Properties
* electronic energy: -102271.8900 eV
* frontier orbital gap: 4.343 eV
* charge: -2

***

ORCA calculation (ωB97M-V/def2-TZVPD) on the ion C3H5O3P with charge -2 in a non-equilibrium geometry.

XYZ file:
```
12
Properties=species:S:1:pos:R:3:forces:R:3:mulliken_charge:R:1
C -1.3272 -1.0059 0.4521 -0.768 -2.127 1.794 -0.565
C -0.3276 -0.2665 0.0701 2.580 1.596 -0.403 0.000
C 1.1681 -0.5216 0.5419 -0.933 0.518 -1.673 -1.244
P -0.2222 1.3481 -0.9754 4.230 -0.990 0.261 0.803
O -1.4360 1.6554 -1.7445 -2.637 0.453 -0.547 -0.776
O 0.2628 2.2798 0.1379 -0.682 0.262 -0.051 -0.804
O 0.9636 0.9296 -1.9166 -0.889 0.127 0.538 -0.875
H -2.3774 -0.8041 0.4478 -0.564 0.529 -0.893 0.297
H -1.1498 -1.9081 1.0793 0.182 0.238 -0.121 0.267
H 1.3217 0.1857 1.4016 0.381 0.027 -1.465 0.190
H 1.3869 -1.4735 0.9947 -0.371 -1.151 0.069 0.455
H 1.7371 -0.4189 -0.4890 -0.528 0.518 2.492 0.252
```
Forces are in eV/Å.

Properties
* electronic energy: -18622.8436 eV
* frontier orbital gap: 5.960 eV
* SMILES: C=C(C)P(=O)([O-])[O-]
* relative energy (zero: lowest compared OMol25 entry of this formula, charge and spin): 0.217 eV
* charge: -2

***

ORCA calculation (ωB97M-V/def2-TZVPD) on a cluster of 2 separate species, C5H16NSi in total in a non-equilibrium geometry.

XYZ file:
```
23
Properties=species:S:1:pos:R:3:forces:R:3:mulliken_charge:R:1
C -1.1381 0.7599 2.6041 -3.789 -1.679 1.749 -1.123
C 0.1867 -0.7662 -2.7338 -0.436 -1.237 0.367 -1.037
C 2.0220 -1.3226 -0.3440 0.375 0.732 1.297 -0.955
C 0.1156 1.0427 1.9365 0.334 -0.471 -2.127 -0.320
C -0.3960 0.7438 -0.2584 1.451 2.397 3.121 -0.460
N -1.5789 -0.1266 -0.2857 1.125 -3.508 1.170 -0.268
Si 1.1978 0.0507 -1.1957 -1.748 0.672 -2.693 0.326
H -2.0004 1.4514 2.3207 1.349 -0.272 0.351 0.376
H -1.0359 0.8654 3.7547 -0.138 -0.243 -1.770 0.323
H -1.6889 -0.2730 2.4586 1.546 1.327 0.384 0.360
H -0.2385 -0.0512 -3.4950 0.832 -0.709 0.632 0.322
H 0.7143 -1.6895 -3.2209 -0.727 2.010 0.670 0.317
H -0.7749 -1.2704 -2.3174 1.438 0.604 -0.623 0.213
H 2.7327 -0.8640 0.3426 0.184 -0.005 0.231 0.283
H 1.3435 -1.8713 0.2858 -0.279 -0.624 0.097 0.337
H 2.6146 -1.9519 -0.9749 0.037 -0.481 -0.550 0.376
H 0.3002 2.1024 2.2172 0.673 -0.580 -1.283 0.305
H 0.9669 0.3390 2.0202 -0.681 0.625 0.201 0.292
H -0.7577 1.7875 -0.0484 0.636 -0.909 -1.320 0.518
H -1.9349 -0.2304 0.6920 0.095 -0.068 -0.547 0.140
H -2.3707 0.0869 -0.8539 -0.566 0.932 -0.832 0.363
H -1.2875 -1.1244 -0.6400 -0.643 2.118 0.963 0.392
H 2.2217 1.1199 -1.6452 -1.069 -0.630 0.512 -0.080
```
Forces are in eV/Å.

Properties
* electronic energy: -14802.2386 eV
* frontier orbital gap: 9.475 eV
* relative energy (zero: lowest compared OMol25 entry of this formula, charge and spin): 3.179 eV
* charge: +1

***

ORCA calculation (ωB97M-V/def2-TZVPD) on the molecule C4H9N3 in a non-equilibrium geometry.

XYZ file:
```
16
Properties=species:S:1:pos:R:3:forces:R:3:mulliken_charge:R:1
C 0.5202 -0.4564 -1.8960 -0.071 -0.207 0.296 -0.995
C 0.2596 -1.4846 -0.7947 0.324 0.084 -0.375 -0.409
N -0.5840 -1.0426 0.2957 -5.249 -0.069 -0.188 -0.305
C -0.2986 0.1630 0.8960 0.297 0.337 0.490 0.222
C 0.5289 0.6726 1.8333 -0.280 -0.189 -0.259 -0.594
N -0.2121 1.8906 1.8912 -0.254 0.343 0.554 -0.350
N -0.9751 1.4151 0.7527 0.110 0.258 -0.644 -0.292
H 0.8449 0.4823 -1.4515 0.034 0.081 -0.026 0.296
H 1.3077 -0.8226 -2.5487 0.079 0.003 -0.167 0.351
H -0.3712 -0.2690 -2.4877 -0.135 0.041 -0.083 0.269
H -0.1664 -2.3989 -1.2150 0.079 0.040 0.134 0.354
H 1.2165 -1.7415 -0.3226 -0.099 -0.117 -0.186 0.262
H -1.7854 -1.0546 0.1097 4.835 -0.159 0.289 0.331
H 1.4199 0.4220 2.3616 0.279 -0.132 0.184 0.379
H 0.2785 2.7623 1.7007 -0.021 -0.202 -0.354 0.236
H -1.9834 1.4624 0.8753 0.072 -0.111 0.335 0.245
```
Forces are in eV/Å.

Properties
* electronic energy: -8760.7935 eV
* frontier orbital gap: 8.675 eV
* SMILES: CCNc1c[nH][nH]1
* relative energy (zero: lowest compared OMol25 entry of this formula, charge and spin): 3.731 eV

***

Repeat the fourth record exactly.
ORCA calculation (ωB97M-V/def2-TZVPD) on the molecule C4H9N3 in a non-equilibrium geometry.

XYZ file:
```
16
Properties=species:S:1:pos:R:3:forces:R:3:mulliken_charge:R:1
C 0.5202 -0.4564 -1.8960 -0.071 -0.207 0.296 -0.995
C 0.2596 -1.4846 -0.7947 0.324 0.084 -0.375 -0.409
N -0.5840 -1.0426 0.2957 -5.249 -0.069 -0.188 -0.305
C -0.2986 0.1630 0.8960 0.297 0.337 0.490 0.222
C 0.5289 0.6726 1.8333 -0.280 -0.189 -0.259 -0.594
N -0.2121 1.8906 1.8912 -0.254 0.343 0.554 -0.350
N -0.9751 1.4151 0.7527 0.110 0.258 -0.644 -0.292
H 0.8449 0.4823 -1.4515 0.034 0.081 -0.026 0.296
H 1.3077 -0.8226 -2.5487 0.079 0.003 -0.167 0.351
H -0.3712 -0.2690 -2.4877 -0.135 0.041 -0.083 0.269
H -0.1664 -2.3989 -1.2150 0.079 0.040 0.134 0.354
H 1.2165 -1.7415 -0.3226 -0.099 -0.117 -0.186 0.262
H -1.7854 -1.0546 0.1097 4.835 -0.159 0.289 0.331
H 1.4199 0.4220 2.3616 0.279 -0.132 0.184 0.379
H 0.2785 2.7623 1.7007 -0.021 -0.202 -0.354 0.236
H -1.9834 1.4624 0.8753 0.072 -0.111 0.335 0.245
```
Forces are in eV/Å.

Properties
* electronic energy: -8760.7935 eV
* frontier orbital gap: 8.675 eV
* SMILES: CCNc1c[nH][nH]1
* relative energy (zero: lowest compared OMol25 entry of this formula, charge and spin): 3.731 eV

***

Which of these has the highest electronic energy? C4H9N3

***

Which value of electronic energy does entry 1 give? -102271.8900 eV